This record from OMol25 describes C32H14AsAuBF21GeO3S2 as an isolated structure. The level of theory is ωB97M-V/def2-TZVPD.

The HOMO-LUMO gap (spin up / spin down) is 4.061 / 3.650 eV. Its total energy is -240006.2052 eV. The calculation puts the energy relative to the best compared isomer or geometry (same formula, charge and spin) at 385.8 kJ/mol. The HOMO energy (spin up / spin down) is -11.3 / -11.3 eV. The multiplicity is 2. As for the LUMO energy (spin up / spin down): -7.270 / -7.679 eV. Its net charge is +1. The calculation puts the largest force on an atom at 3.35 eV/A.

Each line ends with the Mulliken charge.
Atoms and positions in Å:
Au1 -0.458 -0.067 -0.820  0.578
C1 2.066 -1.312 5.902  -1.528
C2 2.304 -0.875 4.508  0.966
C3 2.328 0.485 4.171  -0.995
C4 2.499 0.876 2.860  -0.444
C5 2.667 -0.090 1.873  0.650
C6 2.676 -1.444 2.181  -0.682
C7 2.479 -1.826 3.492  -0.758
S1 2.726 0.473 0.151  1.025
C8 4.455 0.044 -0.296  -1.224
O1 1.907 -0.440 -0.649  -0.586
H1 1.904 -0.470 6.568  0.363
H2 2.908 -1.906 6.262  0.365
H3 1.197 -1.971 5.936  0.351
H4 2.180 1.231 4.938  0.378
H5 2.481 1.921 2.586  0.504
H6 2.806 -2.189 1.410  0.455
H7 2.437 -2.880 3.728  0.434
H8 4.643 -0.982 0.002  0.436
H9 5.116 0.729 0.224  0.414
H10 4.557 0.147 -1.373  0.477
O2 -3.087 -0.333 0.646  -0.093
B1 -2.469 -0.230 -0.589  0.588
O3 -3.428 -0.146 -1.583  -0.237
C9 -4.620 -0.140 -0.974  0.922
C10 -5.890 0.016 -1.500  -1.061
C11 -6.932 0.035 -0.595  -0.468
C12 -6.719 -0.091 0.796  -0.527
C13 -5.457 -0.241 1.335  -0.904
C14 -4.401 -0.262 0.434  0.452
H11 -6.042 0.123 -2.562  0.488
H12 -7.944 0.154 -0.953  0.406
H13 -7.576 -0.064 1.452  0.408
H14 -5.283 -0.328 2.393  0.507
F1 1.487 6.448 -1.682  -0.227
C15 0.287 6.064 -2.116  0.461
C16 -0.373 5.054 -1.437  0.002
C17 -1.640 4.704 -1.863  0.395
F2 -2.274 3.755 -1.141  -0.206
C18 -2.255 5.302 -2.953  -0.220
F3 -3.482 4.950 -3.325  -0.268
C19 -1.562 6.300 -3.645  0.668
F4 -2.113 6.878 -4.699  -0.271
C20 -0.289 6.687 -3.221  0.034
F5 0.359 7.652 -3.858  -0.273
Ge1 0.235 4.223 0.267  0.570
S2 0.494 2.023 0.537  0.034
C21 2.039 4.894 0.753  -0.244
C22 2.338 5.573 1.918  0.363
F6 1.357 5.783 2.803  -0.271
C23 3.629 6.009 2.196  0.190
F7 3.903 6.638 3.332  -0.274
C24 4.643 5.768 1.268  0.512
F8 5.878 6.182 1.508  -0.280
C25 4.371 5.048 0.103  0.186
F9 5.344 4.757 -0.754  -0.293
C26 3.073 4.624 -0.124  0.415
F10 2.760 3.900 -1.215  -0.493
C27 -1.114 4.873 1.572  0.312
C28 -1.233 6.247 1.679  0.461
F11 -0.429 6.981 0.892  -0.374
C29 -2.128 6.845 2.553  0.134
F12 -2.217 8.166 2.632  -0.275
C30 -2.939 6.030 3.345  0.548
F13 -3.810 6.574 4.180  -0.272
C31 -2.842 4.643 3.246  -0.046
F14 -3.614 3.858 3.990  -0.284
C32 -1.928 4.082 2.358  -0.339
F15 -1.842 2.753 2.252  -0.167
F16 0.000 -1.582 1.183  -0.562
As1 -0.171 -3.222 0.362  2.046
F17 0.322 -3.881 1.900  -0.461
F18 -1.856 -3.105 0.802  -0.481
F19 -0.344 -4.776 -0.322  -0.433
F20 -0.617 -2.501 -1.252  -0.531
F21 1.486 -3.083 -0.149  -0.448

Cartesian forces, eV/Å:
1.58 -0.64 1.00
-0.07 -0.35 0.33
0.05 0.32 -0.77
0.04 -0.47 0.12
0.03 -0.01 -0.35
-0.02 0.77 -0.31
0.08 -0.05 -0.31
0.08 0.33 0.21
1.60 -0.57 1.88
-0.44 0.56 -0.19
-1.34 -0.41 -1.44
0.01 -0.01 0.09
0.03 0.09 0.08
-0.07 0.05 0.08
0.02 0.05 0.07
0.00 0.15 0.08
-0.11 -0.03 -0.03
0.03 -0.04 0.01
-0.23 -0.14 0.16
0.04 0.08 0.10
-0.09 0.10 -0.04
3.25 0.09 0.03
-2.85 0.46 0.76
3.07 0.11 -1.05
-1.65 -0.12 2.82
0.65 -0.09 -0.13
-0.10 -0.08 0.94
-0.35 0.08 -0.88
0.80 -0.06 -0.26
-2.58 0.30 -2.11
-0.06 0.00 -0.13
-0.02 0.00 -0.03
-0.04 -0.01 0.06
-0.01 -0.02 0.19
0.07 0.26 -0.29
-0.26 -0.18 -0.07
0.17 -0.56 0.39
0.10 0.03 0.04
-0.23 0.00 -0.34
0.06 0.04 0.08
0.17 0.04 -0.01
0.16 -0.22 0.30
0.07 -0.06 0.18
-0.04 -0.14 0.20
-0.05 -0.04 -0.02
-0.31 1.98 -0.19
-0.88 -1.56 -0.66
-0.39 -0.55 -0.11
-0.02 -0.08 0.02
0.38 0.17 0.18
-0.04 0.01 -0.12
-0.02 -0.02 -0.15
-0.15 -0.14 0.06
-0.26 -0.09 -0.02
-0.14 -0.04 -0.03
-0.05 0.08 0.07
-0.09 0.00 0.20
0.38 0.03 -0.15
0.34 -0.48 -0.26
-0.09 -0.23 -0.01
-0.15 0.35 0.23
0.11 -0.10 -0.14
-0.04 -0.05 0.05
0.13 -0.16 -0.17
0.16 -0.08 -0.13
0.14 -0.05 -0.12
0.02 0.13 -0.03
-0.10 0.40 0.05
-0.18 -0.17 0.15
-0.34 -0.38 -1.43
0.17 -0.82 1.98
-0.33 0.29 -0.77
0.88 -0.08 -0.43
-0.06 0.42 -0.05
0.00 1.62 0.52
-0.63 -0.02 0.03

=====

This record from OMol25 describes C32H19MoN8O4S2 as an isolated structure. The level of theory is ωB97M-V/def2-TZVPD.

The HOMO-LUMO gap (spin up / spin down) is 5.523 / 5.526 eV. Its total energy is -77131.2626 eV. The calculation puts the energy relative to the best compared isomer or geometry (same formula, charge and spin) at 124.1 kJ/mol. The HOMO energy (spin up / spin down) is -4.0 / -4.0 eV. As for the LUMO energy (spin up / spin down): 1.559 / 1.558 eV. Its net charge is -1. The calculation puts the largest force on an atom at 1.54 eV/A.

Each line ends with the Mulliken charge.
Atoms and positions in Å:
Mo1 0.064 0.271 0.391  -1.212
O1 -0.868 2.504 -3.030  -0.820
C1 -0.351 1.851 -2.128  0.059
N1 -0.699 1.770 -0.824  0.624
C2 -1.616 2.673 -0.268  -0.205
C3 -2.497 3.510 -0.942  -0.503
C4 -3.339 4.339 -0.209  -0.787
C5 -3.287 4.347 1.174  -0.661
C6 -2.388 3.536 1.856  -0.599
C7 -1.555 2.689 1.136  0.155
N2 -0.594 1.792 1.635  0.663
C8 -0.178 1.873 2.918  0.143
O2 -0.598 2.597 3.817  -0.789
C9 1.034 1.044 3.168  0.739
C10 1.400 0.707 4.465  -0.658
C11 2.550 -0.022 4.671  -0.475
C12 3.339 -0.332 3.566  -0.707
C13 2.907 0.054 2.316  0.008
N3 1.760 0.705 2.093  0.272
C14 0.916 1.116 -2.331  0.646
C15 1.504 1.001 -3.579  -0.708
C16 2.715 0.354 -3.698  -0.519
C17 3.333 -0.082 -2.529  -0.953
C18 2.691 0.086 -1.323  0.374
N4 1.467 0.627 -1.199  0.388
H1 -2.530 3.499 -2.019  0.576
H2 -4.046 4.974 -0.729  0.389
H3 -3.956 4.987 1.736  0.380
H4 -2.345 3.547 2.932  0.499
H5 0.752 1.017 5.272  0.482
H6 2.843 -0.345 5.662  0.421
H7 4.275 -0.865 3.668  0.450
H8 3.514 -0.163 1.447  0.441
H9 0.972 1.417 -4.424  0.482
H10 3.180 0.196 -4.662  0.425
H11 4.307 -0.552 -2.548  0.442
H12 3.165 -0.232 -0.410  0.146
O3 -0.452 -0.871 2.029  -0.109
N5 0.140 -1.956 2.246  -0.881
N6 1.047 -2.194 1.372  0.821
O4 1.280 -1.315 0.399  0.154
C19 1.864 -3.331 1.454  0.293
C20 2.953 -3.450 0.597  -0.025
C21 3.773 -4.562 0.685  -0.827
C22 3.512 -5.560 1.612  -0.476
C23 2.413 -5.439 2.455  -0.573
C24 1.588 -4.334 2.384  -0.391
H13 3.133 -2.680 -0.140  0.322
H14 4.622 -4.651 0.020  0.383
H15 4.154 -6.428 1.675  0.387
H16 2.195 -6.222 3.169  0.381
H17 0.727 -4.229 3.029  0.469
S1 -0.720 -1.381 -1.469  -0.282
C25 -2.179 -0.647 -2.073  0.634
C26 -2.481 -0.647 -3.427  -1.044
C27 -3.652 -0.059 -3.896  0.539
C28 -3.941 -0.064 -5.292  -0.133
N7 -4.166 -0.101 -6.420  -0.610
C29 -4.533 0.542 -2.979  0.743
C30 -4.228 0.540 -1.621  -0.993
C31 -3.063 -0.059 -1.152  0.508
S2 -2.678 -0.106 0.536  -0.105
C32 -5.741 1.152 -3.433  -0.119
N8 -6.725 1.631 -3.788  -0.606
H18 -1.785 -1.094 -4.125  0.450
H19 -4.895 1.021 -0.918  0.480

Cartesian forces, eV/Å:
-1.15 -0.36 -0.96
0.06 -0.03 -0.17
-0.23 0.13 0.41
-0.37 0.60 -1.00
-0.02 0.16 0.31
0.04 -0.13 -0.11
-0.03 0.04 0.13
-0.08 0.07 -0.13
0.12 -0.12 0.07
-0.12 0.33 -0.29
-0.15 0.65 1.16
-0.33 0.22 -0.62
-0.01 -0.09 0.24
0.52 0.04 0.06
-0.08 0.10 0.08
0.11 -0.04 -0.17
0.00 0.08 0.12
0.15 0.04 -0.24
-0.56 -0.21 0.35
0.15 -0.16 0.20
0.05 0.05 -0.11
0.00 -0.01 0.17
0.03 0.04 -0.12
0.00 0.00 0.16
0.54 0.07 -0.74
-0.01 -0.04 0.00
0.01 -0.01 -0.02
0.02 0.00 0.02
0.00 -0.01 0.00
-0.01 0.02 -0.03
-0.01 0.04 0.02
-0.01 -0.01 -0.01
-0.06 -0.12 0.02
-0.05 0.00 0.04
0.00 0.06 -0.02
0.00 0.02 0.02
-0.04 -0.11 -0.03
-0.19 -0.72 0.85
0.09 -0.13 -0.23
-0.50 0.37 0.11
1.20 -0.87 0.10
0.46 -0.78 0.07
-0.21 0.28 -0.04
0.06 -0.17 0.09
0.01 0.07 -0.04
0.08 -0.08 0.00
-0.14 0.27 -0.06
-0.02 -0.01 0.01
-0.01 0.01 -0.02
-0.01 0.00 0.00
-0.02 0.03 0.02
0.02 -0.06 0.02
0.15 0.36 0.39
-0.01 -0.13 -0.04
-0.06 0.04 -0.05
0.00 0.06 0.45
-0.07 -0.06 -0.37
0.04 0.02 0.07
0.28 -0.20 0.00
0.02 0.02 -0.06
-0.14 0.04 -0.05
0.79 0.13 0.06
-0.33 0.16 -0.09
0.08 -0.02 0.04
-0.03 0.01 -0.03
-0.01 0.02 -0.02

=====

This record from OMol25 describes C32H20BrF4N2O3PSn as an isolated structure. The level of theory is ωB97M-V/def2-TZVPD.

The HOMO-LUMO gap is 7.242 eV. Its total energy is -138661.3192 eV. The calculation puts the energy relative to the best compared isomer or geometry (same formula, charge and spin) at 0.0 kJ/mol. The HOMO energy is -8.0 eV. As for the LUMO energy: -0.723 eV. The calculation puts the largest force on an atom at 3.20 eV/A.

Each line ends with the Mulliken charge.
Atoms and positions in Å:
Sn1 -1.429 -0.325 0.629  0.879
O1 -4.327 4.378 1.213  -0.694
C1 -3.392 4.786 0.321  0.240
C2 -3.350 6.120 -0.097  -0.599
C3 -2.484 6.540 -1.066  -0.270
C4 -1.614 5.652 -1.716  -0.617
C5 -1.609 4.301 -1.285  -0.459
C6 -2.495 3.868 -0.333  0.107
C7 -2.348 2.521 0.211  1.239
O2 -1.446 1.687 -0.369  -0.720
N1 -3.091 2.164 1.222  -0.642
N2 -3.157 0.773 1.299  -0.158
C8 -4.327 0.239 1.441  -0.272
C9 -4.764 -0.933 0.647  0.520
C10 -6.181 -1.136 0.807  -0.856
C11 -6.803 -2.054 -0.012  -0.532
C12 -6.050 -2.846 -0.883  -0.424
C13 -4.721 -2.561 -1.147  -0.595
C14 -4.072 -1.577 -0.419  1.109
O3 -2.815 -1.386 -0.665  -0.740
H1 -3.981 3.325 1.411  0.550
H2 -4.069 6.745 0.360  0.447
H3 -2.582 7.637 -1.365  0.258
H4 -1.017 5.991 -2.589  0.347
H5 -0.804 3.645 -1.618  0.378
H6 -5.105 0.729 2.106  0.321
H7 -6.795 -0.513 1.452  0.292
H8 -7.892 -2.339 0.140  0.270
H9 -6.594 -3.582 -1.396  0.426
H10 -4.013 -3.237 -1.708  0.312
F1 4.520 -6.891 0.377  -0.276
C15 4.028 -5.637 0.292  0.524
C16 4.819 -4.481 0.263  0.080
F2 6.176 -4.644 0.180  -0.282
C17 4.196 -3.233 0.140  0.529
F3 5.013 -2.203 0.016  -0.369
C18 2.820 -3.058 0.092  -0.085
P1 2.036 -1.451 -0.075  -0.064
C19 2.712 -0.639 -1.505  0.512
C20 2.719 0.772 -1.504  -0.628
C21 3.428 1.472 -2.485  -0.495
C22 4.064 0.801 -3.498  -0.557
C23 4.003 -0.584 -3.501  -0.423
C24 3.303 -1.306 -2.565  -0.495
C25 2.626 -0.647 1.418  0.560
C26 1.950 -0.783 2.668  -0.393
C27 2.369 -0.116 3.840  -0.726
C28 3.489 0.698 3.750  -0.364
C29 4.228 0.750 2.573  -0.800
C30 3.814 0.101 1.420  0.074
C31 2.039 -4.206 0.168  -0.141
Br1 0.163 -4.135 0.199  -0.143
C32 2.645 -5.482 0.221  0.275
F4 1.848 -6.566 0.148  -0.318
H11 2.184 1.349 -0.704  0.396
H12 3.492 2.562 -2.412  0.394
H13 4.687 1.249 -4.328  0.299
H14 4.517 -1.130 -4.288  0.366
H15 3.198 -2.382 -2.701  0.459
H16 1.078 -1.422 2.785  0.422
H17 1.788 -0.166 4.748  0.420
H18 3.780 1.293 4.623  0.369
H19 5.072 1.389 2.438  0.397
H20 4.518 0.115 0.614  0.372

Cartesian forces, eV/Å:
-0.03 0.41 -1.26
1.93 -1.73 -0.23
-0.44 -0.54 -0.76
-0.17 -1.30 0.61
0.08 1.48 -1.30
-0.14 -0.50 -0.11
1.12 1.88 -1.04
-0.32 0.27 1.97
2.30 -1.69 -1.44
-1.73 0.68 1.40
-0.41 -0.06 0.46
-0.66 -0.09 -0.33
-0.75 -0.72 -0.34
-1.56 1.48 1.58
0.57 -0.59 -1.14
-1.48 -0.67 1.10
0.65 1.33 -0.11
-0.01 -1.86 -0.28
0.33 0.54 1.32
1.45 0.67 0.53
-1.05 1.97 -0.13
-0.50 0.88 0.35
0.47 -1.64 0.25
-0.25 -0.33 0.96
-0.57 -0.04 -0.14
0.82 -0.21 -1.23
0.39 -0.15 0.20
1.47 0.72 -0.29
-0.26 -1.17 -0.72
-1.25 0.93 0.19
0.00 1.17 -0.16
-0.53 -0.12 0.11
0.53 -0.92 -0.51
-1.47 0.53 0.32
0.64 -1.14 0.01
0.33 0.63 -0.05
0.48 -0.58 -0.17
-2.27 -0.27 0.44
0.73 1.21 0.36
-0.12 0.23 0.40
-0.57 0.92 0.61
1.36 -0.41 -1.25
0.13 -0.35 -1.04
-0.07 -0.31 -0.02
0.85 0.49 1.37
0.09 0.22 -0.07
0.21 -0.08 -1.63
0.19 0.29 0.59
-0.70 0.19 -0.31
-0.26 -0.36 1.12
0.65 -1.10 -0.04
-0.12 -0.13 -0.06
-0.82 0.51 -0.11
0.66 0.30 0.28
0.69 -0.69 -0.77
-0.17 -0.36 -0.11
-0.95 -0.08 1.32
-0.13 0.09 0.02
0.26 0.13 0.34
-0.02 0.06 -0.46
0.00 -0.18 0.03
0.04 -0.25 -0.39
0.62 0.25 0.48
-0.26 0.13 -0.72